An isolated ion of composition C4H10NO and charge +1 at a distorted geometry, computed with ωB97M-V with the def2-TZVPD basis set.

Last column: natural (NBO) charge in e.
Cartesian coordinates (Å):
C: -0.80 1.71 -0.78  -0.66
C: -0.27 0.36 -0.79  0.28
O: -1.28 -0.59 -0.93  -0.49
C: -0.73 -1.49 0.00  0.14
N: 0.11 -0.28 0.52  -0.39
C: 1.56 -0.49 0.96  -0.45
H: -0.05 2.50 -0.63  0.25
H: -1.46 1.73 0.00  0.22
H: -1.37 1.92 -1.75  0.28
H: 0.56 0.18 -1.49  0.19
H: -0.03 -2.35 -0.41  0.21
H: -1.34 -1.88 0.77  0.21
H: -0.58 0.20 1.13  0.44
H: 2.25 -0.71 0.10  0.26
H: 1.96 0.48 1.50  0.26
H: 1.49 -1.31 1.80  0.26

Values from the calculation:
Largest force on an atom in eV/Å: 3.7
Energy relative to the best compared isomer or geometry (same formula, charge and spin) in kcal/mol: 55.4
M in Da: 88.13
Structure (SMILES): C[C@@H]1OC[N@H+]1C
Frontier orbital gap in Eh: 0.4553
Charge: +1
E_LUMO in eV: -3.2
Total energy in eV: -7838.916

=====

C32H30N8ORuS6 as an isolated structure, computed with ωB97M-V with the def2-TZVPD basis set.

Last column: Löwdin spin population.
Cartesian coordinates (Å):
Ru: 0.77 -0.50 -0.17  0.40
N: 0.99 -0.38 4.13  0.00
C: 0.76 -0.09 2.80  0.00
S: 2.11 -0.16 1.73  0.02
N: -0.46 0.26 2.51  0.00
N: -0.64 0.65 1.19  0.00
C: -1.61 1.49 1.07  0.00
C: -2.43 1.94 2.24  0.00
C: -2.42 3.28 2.59  0.00
C: -3.22 3.74 3.64  0.00
C: -4.04 2.86 4.32  0.00
C: -4.06 1.52 3.97  0.00
C: -3.25 1.06 2.94  0.00
C: -1.98 2.11 -0.23  0.00
C: -3.29 2.54 -0.45  0.00
C: -3.58 3.19 -1.64  0.00
C: -2.57 3.39 -2.57  0.00
C: -1.30 2.92 -2.25  0.00
N: -1.01 2.31 -1.12  0.00
H: 1.73 -1.05 4.28  0.00
H: 0.15 -0.54 4.66  0.00
H: -1.79 3.97 2.05  0.00
H: -3.19 4.79 3.91  0.00
H: -4.66 3.22 5.14  0.00
H: -4.69 0.82 4.50  0.00
H: -3.24 0.01 2.68  0.00
H: -4.05 2.37 0.29  0.00
H: -4.59 3.54 -1.83  0.00
H: -2.76 3.89 -3.51  0.00
H: -0.47 3.05 -2.94  0.00
C: 4.54 -1.32 -2.76  0.00
C: 3.37 -0.73 -2.02  0.06
S: 2.35 -1.79 -1.15  0.18
C: 3.10 0.60 -2.03  0.04
C: 3.96 1.59 -2.78  0.00
S: 1.72 1.23 -1.22  0.23
H: 4.65 -2.37 -2.51  0.00
H: 5.47 -0.80 -2.52  0.00
H: 4.38 -1.25 -3.84  0.00
H: 4.03 1.33 -3.84  0.00
H: 4.98 1.62 -2.38  0.00
H: 3.54 2.59 -2.70  0.00
O: -0.96 -1.03 -1.40  0.02
C: -1.11 -1.87 -2.49  0.00
C: -2.40 -1.50 -3.23  0.00
C: -3.01 -2.08 -4.29  0.00
C: -4.16 -1.37 -4.72  0.00
C: -4.39 -0.25 -3.97  0.00
S: -3.20 -0.07 -2.75  0.00
C: -1.18 -3.34 -2.05  0.00
C: -0.15 -4.11 -1.60  0.00
C: -0.57 -5.38 -1.11  0.00
C: -1.92 -5.54 -1.18  0.00
S: -2.69 -4.17 -1.86  0.00
C: 0.00 -1.68 -3.53  0.00
C: 0.48 -0.47 -3.93  0.00
C: 1.41 -0.57 -5.00  0.00
C: 1.59 -1.86 -5.40  0.00
S: 0.65 -2.95 -4.48  0.00
H: -2.64 -2.98 -4.77  0.00
H: -4.79 -1.67 -5.55  0.00
H: -5.18 0.47 -4.08  0.00
H: 0.87 -3.77 -1.60  0.00
H: 0.10 -6.12 -0.71  0.00
H: -2.50 -6.40 -0.88  0.00
H: 0.20 0.45 -3.44  0.00
H: 1.93 0.27 -5.42  0.00
H: 2.25 -2.23 -6.17  0.00
N: -4.49 -2.66 1.54  0.00
C: -3.22 -2.34 1.11  0.00
N: -3.09 -1.36 0.22  0.00
N: -2.23 -3.00 1.68  0.00
C: -1.02 -2.68 1.28  0.00
N: 0.06 -2.43 0.97  0.00
H: -5.23 -2.55 0.86  0.00
H: -4.52 -3.52 2.06  0.00
H: -3.92 -0.97 -0.20  0.00
H: -2.18 -1.18 -0.30  0.00

Values from the calculation:
Spin multiplicity: 2
Largest force on an atom in eV/Å: 0.6
Energy relative to the best compared isomer or geometry (same formula, charge and spin) in kcal/mol: 0.0
M in Da: 836.12
⟨S²⟩: 0.764
Frontier orbital gap (spin up / spin down) in Eh: 0.1925 / 0.2134
Charge: -1
E_LUMO (spin up / spin down) in eV: 2.1 / 2.1
Total energy in eV: -115236.437

=====

A 2-piece molecular cluster, C5H13O overall at a distorted geometry, computed with ωB97M-V with the def2-TZVPD basis set.

Last column: natural (NBO) charge in e.
Cartesian coordinates (Å):
C: 1.03 -1.08 -0.80  -0.72
C: 1.63 0.93 0.72  -0.75
C: -1.26 1.06 -0.85  -0.30
C: -1.67 -0.77 0.70  -0.24
C: 0.67 -0.06 0.24  0.38
O: -0.71 0.43 0.34  -0.39
H: 1.71 -1.94 -0.45  0.30
H: 1.43 -0.38 -1.46  0.23
H: 0.04 -1.55 -1.08  0.23
H: 2.04 1.45 -0.15  0.22
H: 2.54 0.48 1.28  0.28
H: 1.26 1.71 1.31  0.26
H: -1.67 2.06 -0.75  0.25
H: -0.52 1.15 -1.62  0.23
H: -2.23 0.59 -1.18  0.24
H: -1.33 -1.20 1.65  0.27
H: -2.63 -0.23 1.03  0.24
H: -1.73 -1.28 -0.28  0.23
H: 0.74 -1.14 1.95  0.06

Values from the calculation:
Largest force on an atom in eV/Å: 5.8
Energy relative to the best compared isomer or geometry (same formula, charge and spin) in kcal/mol: 111.1
M in Da: 89.16
Frontier orbital gap (spin up / spin down) in Eh: 0.3196 / 0.3461
Charge: +1
E_LUMO (spin up / spin down) in eV: -4.5 / -4.4
Total energy in eV: -7429.883

=====

A 3-piece molecular cluster, C4H9NO2S overall at a distorted geometry, computed with ωB97M-V with the def2-TZVPD basis set.

Last column: natural (NBO) charge in e.
Cartesian coordinates (Å):
C: 1.23 -0.16 0.23  -0.05
C: 2.59 -0.01 -0.14  -0.13
C: 1.60 1.69 -3.48  -0.05
C: 1.10 -0.50 3.62  -0.84
N: 0.93 2.71 -3.64  -0.60
O: -0.55 -1.76 -0.74  -0.92
O: 1.93 0.74 0.91  -0.41
S: -0.29 -0.71 0.25  1.09
H: 3.55 -0.49 0.14  0.23
H: 2.74 0.48 -1.14  0.20
H: 1.25 0.64 -3.25  0.15
H: 2.10 -0.24 3.75  0.21
H: 2.71 1.71 -3.88  0.15
H: 0.77 -0.41 4.63  0.21
H: 0.72 0.18 2.95  0.20
H: 0.83 -1.44 3.41  0.21
H: -0.11 2.67 -3.55  0.35

Values from the calculation:
Largest force on an atom in eV/Å: 4.1
Energy relative to the best compared isomer or geometry (same formula, charge and spin) in kcal/mol: 142.7
M in Da: 135.19
Frontier orbital gap in Eh: 0.3458
E_LUMO in eV: 0.2
Total energy in eV: -20708.846